# 1
Formula: C47H51ClN5O6PS2Y
Source: the OMol25 dataset
Level of theory: wB97M-V/def2-TZVPD

Net charge ... 0
ΔE to the lowest compared entry with this formula, charge and spin ... 34.1 kcal per mole
HOMO energy (spin up / spin down) ... -0.22765 / -0.25436 hartree
2S+1 ... 2
E_LUMO (spin up / spin down) ... 0.3 / -0.3 eV
Kohn-Sham gap (spin up / spin down) ... 6.50 / 6.59 eV
⟨S²⟩ ... 0.771
Max |F| ... 0.89 eV Å⁻¹
M ... 1001.42 u

Each line ends with the Mulliken charge.
Atoms and positions in Å:
Y: 0.026 -1.457 0.994  -1.280
C: 1.822 5.970 -0.265  -1.765
C: 1.523 4.959 0.810  0.306
C: 2.561 4.261 1.420  -0.175
C: 2.311 3.330 2.422  -0.124
C: 3.434 2.608 3.118  -1.657
C: 0.992 3.091 2.794  0.105
C: -0.067 3.759 2.191  0.911
C: -1.490 3.435 2.561  -1.609
C: 0.217 4.700 1.206  -0.556
H: 2.290 6.862 0.157  0.478
H: 0.913 6.282 -0.780  0.341
H: 2.514 5.561 -1.005  0.349
H: 3.585 4.454 1.114  0.514
H: 3.156 1.577 3.338  0.252
H: 3.673 3.093 4.067  0.473
H: 4.342 2.606 2.514  0.343
H: 0.809 2.359 3.573  0.641
H: -1.794 2.474 2.134  0.257
H: -2.183 4.186 2.183  0.441
H: -1.612 3.388 3.647  0.378
H: -0.600 5.225 0.722  0.289
O: 1.238 -3.810 1.871  -0.777
C: 1.848 -2.969 1.207  0.809
C: 3.250 -3.176 0.755  0.388
C: 4.036 -4.259 1.135  -0.585
C: 5.338 -4.357 0.675  -0.705
C: 5.852 -3.372 -0.164  -0.760
C: 5.070 -2.295 -0.553  -1.170
C: 3.760 -2.191 -0.093  0.534
P: 2.595 -0.841 -0.512  2.204
C: 3.662 0.354 -1.389  0.474
C: 4.073 0.190 -2.711  -0.297
C: 4.869 1.149 -3.322  -0.715
C: 5.264 2.279 -2.618  -0.767
C: 4.860 2.451 -1.301  -0.327
C: 4.057 1.496 -0.695  -0.718
C: 1.546 -1.571 -1.846  2.112
C: 1.025 -0.682 -2.892  -1.109
C: 0.524 -1.159 -4.043  -0.986
C: 0.658 -2.553 -4.415  -0.870
C: 1.273 -3.436 -3.616  -1.186
C: 1.656 -3.108 -2.235  -0.351
H: 3.605 -5.007 1.788  0.529
H: 5.959 -5.195 0.967  0.404
H: 6.873 -3.446 -0.519  0.450
H: 5.485 -1.538 -1.205  0.409
H: 3.766 -0.689 -3.265  0.513
H: 5.182 1.013 -4.349  0.440
H: 5.886 3.025 -3.096  0.400
H: 5.166 3.331 -0.748  0.427
H: 3.730 1.636 0.330  0.182
H: 1.065 0.387 -2.721  0.573
H: 0.113 -0.467 -4.768  0.496
H: 0.346 -2.851 -5.408  0.460
H: 1.506 -4.432 -3.974  0.450
H: 2.503 -3.647 -1.817  0.503
C: -5.158 -2.653 -6.931  -1.424
C: -5.207 -1.749 -5.729  0.884
C: -4.377 -1.966 -4.633  -0.856
C: -4.450 -1.163 -3.507  -0.081
C: -5.343 -0.096 -3.471  -0.184
N: -5.430 0.738 -2.323  -0.022
C: -4.372 1.302 -1.659  0.055
O: -4.444 1.688 -0.509  -0.651
N: -3.217 1.415 -2.411  -0.121
C: -1.970 1.575 -1.782  -1.186
C: -1.069 2.566 -2.125  -0.636
C: 0.141 2.626 -1.447  -0.842
C: 0.410 1.696 -0.463  -1.442
N: -0.440 0.702 -0.165  2.080
C: -1.606 0.655 -0.808  0.118
C: -6.168 0.141 -4.563  -0.515
C: -6.106 -0.687 -5.673  -0.687
H: -4.208 -3.182 -6.987  0.350
H: -5.293 -2.090 -7.854  0.369
H: -5.952 -3.401 -6.882  0.292
H: -3.672 -2.789 -4.649  0.431
H: -3.818 -1.367 -2.651  0.640
H: -6.284 0.742 -1.790  0.309
H: -3.252 1.233 -3.400  0.296
H: -1.320 3.287 -2.893  0.540
H: 0.869 3.394 -1.666  0.501
H: 1.332 1.732 0.101  0.649
H: -2.288 -0.142 -0.545  0.864
H: -6.855 0.978 -4.537  0.456
H: -6.759 -0.496 -6.516  0.377
O: -3.555 -2.123 3.277  -0.729
Cl: -2.859 -2.125 2.027  1.877
O: -2.221 -0.805 1.819  -0.645
O: -3.735 -2.403 0.945  -0.621
O: -1.746 -3.062 2.067  -0.615
C: 0.531 -3.286 6.090  -1.290
C: -0.418 -3.093 4.920  -0.236
N: -1.069 -1.780 4.954  0.118
C: -0.609 -0.679 4.381  0.193
S: 0.893 -0.656 3.535  -0.377
N: -1.321 0.448 4.467  0.353
C: -2.651 0.585 5.045  -0.552
C: -2.619 0.751 6.560  -1.198
H: 0.977 -4.279 6.043  0.410
H: 0.011 -3.187 7.044  0.370
H: 1.333 -2.548 6.050  0.245
H: -1.219 -3.832 4.930  0.456
H: 0.105 -3.202 3.972  0.047
H: -2.000 -1.751 5.338  0.293
H: -0.966 1.207 3.910  -0.399
H: -3.267 -0.264 4.743  0.255
H: -3.102 1.460 4.579  0.445
H: -2.145 -0.103 7.046  0.264
H: -3.634 0.843 6.949  0.426
H: -2.061 1.645 6.837  0.326
S: -1.040 -2.797 -1.118  -0.341
C: 0.629 -2.636 -1.310  0.018

***

# 2
Formula: C47H52AlN3P2Sb2SeTe
Source: the OMol25 dataset
Level of theory: wB97M-V/def2-TZVPD

Net charge ... +2
ΔE to the lowest compared entry with this formula, charge and spin ... 32.9 kcal per mole
HOMO energy ... -0.44025 hartree
E_LUMO ... -5.7 eV
Kohn-Sham gap ... 6.33 eV
Max |F| ... 1.45 eV Å⁻¹
M ... 1197.96 u

Each line ends with the Mulliken charge.
Atoms and positions in Å:
Al: 0.132 0.115 -1.016  -0.857
C: -1.546 -0.758 -4.976  -1.348
Sb: -2.091 -0.211 -2.971  0.772
C: -3.651 -1.632 -2.627  -1.429
C: -3.330 1.468 -3.548  -1.522
C: -4.151 1.986 -2.413  0.479
C: -5.455 1.509 -2.260  -0.629
C: -6.278 1.960 -1.244  -0.800
C: -5.813 2.934 -0.373  -0.909
C: -4.528 3.423 -0.521  -0.430
C: -3.668 2.948 -1.513  0.696
C: -2.286 3.513 -1.584  -1.560
Sb: -0.873 2.679 -0.164  0.619
C: -1.667 3.590 1.613  -1.207
C: 0.664 4.121 -0.592  -1.134
H: -2.451 -0.998 -5.533  0.479
H: -0.884 -1.622 -4.982  0.393
H: -1.051 0.089 -5.445  0.389
H: -4.387 -1.543 -3.425  0.559
H: -4.126 -1.416 -1.671  0.385
H: -3.255 -2.645 -2.609  0.468
H: -3.965 1.076 -4.342  0.714
H: -2.666 2.219 -3.973  0.664
H: -5.840 0.788 -2.973  0.395
H: -7.284 1.576 -1.147  0.461
H: -6.459 3.326 0.401  0.474
H: -4.186 4.221 0.129  0.548
H: -2.299 4.576 -1.339  0.762
H: -1.819 3.393 -2.560  0.543
H: -1.564 4.666 1.484  0.548
H: -1.127 3.272 2.502  0.317
H: -2.719 3.332 1.713  0.286
H: 0.596 4.946 0.115  0.586
H: 0.516 4.503 -1.601  0.463
H: 1.652 3.673 -0.514  0.032
Te: -0.066 0.751 3.762  0.353
C: 0.655 -0.857 4.974  0.234
C: 2.000 -0.950 5.301  -0.228
C: 2.399 -1.993 6.128  -0.494
N: 1.560 -2.900 6.614  -0.554
C: 0.277 -2.809 6.284  -0.508
C: -0.229 -1.807 5.463  -0.200
C: 0.310 -0.364 2.006  -0.512
P: 1.638 0.019 0.909  1.848
C: 2.891 1.061 1.704  0.834
C: 4.147 0.570 2.052  -0.718
C: 5.034 1.378 2.748  -0.714
C: 4.681 2.677 3.083  -0.760
C: 3.445 3.182 2.704  -0.967
C: 2.554 2.379 2.014  -0.089
C: 2.534 -1.530 0.538  0.300
C: 2.938 -2.385 1.560  0.004
C: 3.605 -3.559 1.253  -0.651
C: 3.866 -3.890 -0.071  -0.970
C: 3.452 -3.053 -1.094  -0.466
C: 2.788 -1.875 -0.785  0.163
P: -0.943 -0.993 0.921  1.459
C: -2.545 -1.015 1.779  0.855
C: -3.160 -2.193 2.196  -0.826
C: -4.264 -2.137 3.032  -0.664
C: -4.783 -0.913 3.430  -0.810
C: -4.225 0.262 2.946  -0.803
C: -3.111 0.212 2.126  -0.145
C: -0.612 -2.767 0.635  0.729
C: -0.388 -3.629 1.706  -0.403
C: -0.212 -4.983 1.477  -0.680
C: -0.259 -5.485 0.182  -0.840
C: -0.458 -4.630 -0.890  -0.877
C: -0.629 -3.273 -0.661  -0.300
H: 2.717 -0.223 4.938  0.442
H: 3.434 -2.095 6.437  0.397
H: -0.377 -3.559 6.716  0.389
H: -1.285 -1.762 5.226  0.451
H: 4.433 -0.439 1.795  0.425
H: 6.001 0.986 3.034  0.478
H: 5.372 3.299 3.635  0.430
H: 3.173 4.199 2.956  0.480
H: 1.589 2.772 1.716  0.246
H: 2.716 -2.129 2.591  0.442
H: 3.925 -4.221 2.048  0.499
H: 4.391 -4.807 -0.305  0.407
H: 3.652 -3.317 -2.125  0.438
H: 2.464 -1.200 -1.577  -0.554
H: -2.785 -3.155 1.879  0.463
H: -4.714 -3.057 3.382  0.460
H: -5.624 -0.877 4.109  0.438
H: -4.647 1.220 3.221  0.497
H: -2.680 1.127 1.740  0.113
H: -0.356 -3.230 2.715  0.454
H: -0.047 -5.655 2.310  0.505
H: -0.137 -6.546 0.009  0.399
H: -0.493 -5.022 -1.899  0.483
H: -0.786 -2.586 -1.490  0.080
C: 3.296 3.605 -3.118  -0.727
N: 3.531 2.394 -3.886  0.107
C: 4.588 2.165 -4.732  -0.438
C: 4.411 0.936 -5.271  -0.406
N: 3.246 0.429 -4.750  0.153
C: 2.650 -0.849 -5.105  -0.606
C: 2.715 1.330 -3.907  -0.309
Se: 1.002 1.191 -3.117  -0.059
H: 4.083 4.322 -3.331  0.365
H: 3.290 3.378 -2.054  0.211
H: 2.337 4.037 -3.397  0.300
H: 5.377 2.880 -4.884  0.485
H: 5.009 0.387 -5.976  0.490
H: 3.259 -1.318 -5.873  0.326
H: 1.646 -0.688 -5.493  0.269
H: 2.596 -1.499 -4.234  0.166

***

# 3
Formula: C47H52AsF6N4OPPbSbSi2
Source: the OMol25 dataset
Level of theory: wB97M-V/def2-TZVPD

Net charge ... 0
HOMO energy (spin up / spin down) ... -0.25564 / -0.28363 hartree
2S+1 ... 2
E_LUMO (spin up / spin down) ... -0.5 / -0.5 eV
Kohn-Sham gap (spin up / spin down) ... 6.45 / 7.20 eV
⟨S²⟩ ... 0.754
Max |F| ... 1.20 eV Å⁻¹
M ... 1293.98 u

Each line ends with the Mulliken charge.
Atoms and positions in Å:
Pb: 0.234 -0.913 -0.833  1.476
C: 3.190 -1.468 -3.003  -1.049
C: 4.263 -1.028 -2.041  1.082
C: 5.350 -0.321 -2.549  -0.922
C: 6.427 0.035 -1.752  -0.855
C: 6.433 -0.330 -0.417  -0.849
C: 5.349 -1.016 0.112  -1.023
C: 4.247 -1.362 -0.672  0.810
P: 2.755 -2.098 0.135  1.488
C: 3.299 -2.261 1.866  0.890
C: 3.699 -3.502 2.360  -0.929
C: 4.147 -3.632 3.661  -0.753
C: 4.208 -2.517 4.481  -0.879
C: 3.823 -1.281 3.993  -0.744
C: 3.359 -1.126 2.690  0.422
C: 3.003 0.256 2.204  -1.060
C: 2.715 -3.828 -0.466  0.902
C: 3.758 -4.320 -1.250  -1.344
C: 3.752 -5.619 -1.730  -0.827
C: 2.695 -6.456 -1.411  -0.991
C: 1.665 -5.985 -0.614  -0.634
C: 1.630 -4.674 -0.139  0.453
C: 0.474 -4.285 0.752  -0.914
H: 3.251 -0.904 -3.932  0.491
H: 2.189 -1.336 -2.596  -0.183
H: 3.302 -2.529 -3.240  0.306
H: 5.349 -0.049 -3.598  0.421
H: 7.256 0.584 -2.178  0.400
H: 7.270 -0.081 0.221  0.443
H: 5.366 -1.294 1.157  0.577
H: 3.661 -4.375 1.723  0.323
H: 4.429 -4.607 4.038  0.409
H: 4.540 -2.613 5.506  0.355
H: 3.863 -0.410 4.634  0.454
H: 2.628 0.856 3.033  0.587
H: 2.225 0.226 1.441  -0.136
H: 3.882 0.757 1.785  0.307
H: 4.610 -3.684 -1.458  0.574
H: 4.578 -5.984 -2.327  0.431
H: 2.674 -7.476 -1.773  0.367
H: 0.858 -6.653 -0.338  0.485
H: 0.781 -3.609 1.548  -0.569
H: 0.075 -5.176 1.233  1.103
C: -3.957 12.826 -0.344  -0.842
O: -4.770 11.666 -0.341  -0.463
C: -4.155 10.460 -0.339  0.942
C: -4.992 9.343 -0.341  -0.568
C: -4.459 8.075 -0.355  -0.530
C: -3.074 7.880 -0.360  0.354
C: -2.250 8.995 -0.346  -0.756
C: -2.776 10.281 -0.334  -0.628
C: -2.550 6.511 -0.398  0.239
N: -3.284 5.431 -0.515  -0.850
C: -2.391 4.389 -0.553  1.006
C: -1.104 4.845 -0.460  -0.020
N: -1.213 6.212 -0.359  -0.106
C: 0.036 3.987 -0.525  0.617
C: 1.368 4.416 -0.435  -0.655
C: 2.384 3.502 -0.539  -1.276
C: 2.050 2.162 -0.752  -0.023
N: 0.806 1.739 -0.833  0.126
C: -0.209 2.613 -0.711  -0.383
C: -1.581 2.105 -0.771  -0.197
N: -1.776 0.777 -0.919  0.042
C: -3.007 0.306 -0.940  -0.269
C: -4.141 1.115 -0.825  -1.073
C: -3.967 2.467 -0.698  -0.640
C: -2.665 2.987 -0.676  0.424
H: -4.640 13.670 -0.350  0.243
H: -3.326 12.867 -1.235  0.341
H: -3.331 12.874 0.550  0.339
H: -6.063 9.496 -0.332  0.423
H: -5.101 7.205 -0.362  0.489
H: -1.171 8.890 -0.348  0.220
H: -2.104 11.126 -0.320  0.392
H: -0.464 6.864 -0.218  0.195
H: 1.590 5.466 -0.283  0.387
H: 3.420 3.800 -0.464  0.506
H: 2.827 1.410 -0.860  0.445
H: -3.109 -0.769 -1.046  0.537
H: -5.126 0.670 -0.836  0.473
H: -4.800 3.152 -0.613  0.598
F: -0.026 -0.438 1.211  -0.383
Sb: -0.011 -1.386 3.798  1.691
F: -1.394 -0.081 3.571  -0.598
F: 0.882 -0.257 5.078  -0.530
F: -1.115 -2.087 5.161  -0.586
F: 0.927 -3.094 3.976  -0.633
F: -1.069 -2.578 2.581  -0.569
C: -2.821 -3.822 -2.999  -1.123
Si: -1.426 -4.680 -2.074  0.544
C: 0.000 -4.635 -3.290  -0.866
C: -1.916 -6.442 -1.686  -1.020
As: -1.074 -3.354 -0.145  0.321
Si: -3.005 -3.575 1.288  0.999
C: -4.429 -4.086 0.160  -1.256
C: -2.701 -4.995 2.444  -1.367
C: -3.522 -1.910 1.949  -1.042
H: -2.912 -4.204 -4.018  0.426
H: -2.628 -2.747 -3.063  0.179
H: -3.784 -3.955 -2.507  0.329
H: -0.341 -5.031 -4.250  0.457
H: 0.862 -5.221 -2.972  0.175
H: 0.342 -3.609 -3.456  0.096
H: -2.226 -6.980 -2.585  0.452
H: -2.745 -6.461 -0.977  0.262
H: -1.093 -6.999 -1.235  0.266
H: -4.242 -5.015 -0.381  0.279
H: -4.662 -3.309 -0.572  0.281
H: -5.322 -4.235 0.774  0.402
H: -2.428 -5.894 1.887  0.308
H: -3.600 -5.211 3.026  0.440
H: -1.895 -4.746 3.136  0.282
H: -4.550 -1.658 1.674  0.400
H: -2.842 -1.136 1.592  0.008
H: -3.424 -1.892 3.035  0.422

***

# 4
Formula: C47H52ClN3OPRuSeSi
Source: the OMol25 dataset
Level of theory: wB97M-V/def2-TZVPD

Net charge ... +1
ΔE to the lowest compared entry with this formula, charge and spin ... 0.0 kcal per mole
HOMO energy (spin up / spin down) ... -0.35258 / -0.37610 hartree
2S+1 ... 5
E_LUMO (spin up / spin down) ... -2.6 / -3.9 eV
Kohn-Sham gap (spin up / spin down) ... 7.03 / 6.33 eV
⟨S²⟩ ... 6.085
Max |F| ... 1.57 eV Å⁻¹
M ... 949.50 u

Each line ends with the Mulliken charge.
Atoms and positions in Å:
Ru: 0.699 -0.045 -0.575  0.504
Cl: 1.816 -5.042 4.130  -0.172
C: 1.434 -3.446 3.605  -0.175
C: 0.226 -2.867 3.928  -0.546
C: -0.094 -1.583 3.464  -0.593
C: 0.770 -0.853 2.562  0.220
O: 0.354 0.140 1.959  -0.426
C: 2.099 -1.425 2.335  -0.036
C: 3.320 -0.817 0.589  -1.671
N: 2.584 0.087 -0.253  0.992
C: 3.290 1.012 -1.030  -0.571
C: 4.647 1.275 -0.962  -1.062
C: 5.272 2.092 -1.905  -0.817
C: 4.580 2.724 -2.908  -1.093
C: 3.174 2.508 -3.010  1.034
C: 2.364 3.044 -4.021  -0.841
C: 1.014 2.777 -4.048  -0.914
C: 0.460 2.027 -3.023  -0.767
N: 1.181 1.475 -2.069  0.898
C: 2.530 1.674 -2.045  0.404
C: 2.551 -2.691 3.044  -0.348
H: -0.504 -3.386 4.540  0.506
H: -1.072 -1.161 3.630  0.525
H: 4.334 -0.994 0.183  1.193
H: 5.202 0.841 -0.140  0.595
H: 6.334 2.279 -1.807  0.422
H: 5.109 3.309 -3.643  0.438
H: 2.849 3.653 -4.797  0.412
H: 0.328 3.164 -4.819  0.486
H: -0.604 1.844 -3.010  0.489
H: 3.281 -2.540 3.835  0.589
C: -3.199 2.483 -2.718  -1.879
C: -3.940 2.445 -1.374  2.665
C: -4.734 3.761 -1.269  -1.915
C: -4.931 1.293 -1.447  -1.792
Si: -2.635 2.161 0.059  -2.799
C: -1.551 3.718 0.395  3.007
C: -1.093 4.453 -0.863  -2.359
C: -2.405 4.660 1.253  -1.732
C: -0.304 3.350 1.204  -1.839
C: -3.439 1.389 1.656  3.492
C: -3.700 -0.093 1.446  -1.968
C: -4.777 2.127 1.910  -1.858
C: -2.639 1.538 2.941  -1.827
H: -3.854 2.865 -3.502  0.713
H: -2.844 1.537 -3.073  0.235
H: -2.340 3.164 -2.695  0.260
H: -5.462 3.807 -2.073  0.614
H: -4.077 4.632 -1.346  0.345
H: -5.247 3.821 -0.319  0.310
H: -5.554 1.408 -2.336  0.594
H: -5.559 1.248 -0.565  0.335
H: -4.408 0.348 -1.540  0.183
H: -1.903 4.800 -1.465  0.405
H: -0.475 3.827 -1.477  0.264
H: -0.558 5.317 -0.530  0.747
H: -3.417 4.842 0.886  0.288
H: -1.921 5.666 1.305  0.518
H: -2.503 4.299 2.273  0.372
H: 0.336 2.675 0.636  0.019
H: -0.560 2.807 2.110  0.310
H: 0.241 4.263 1.450  0.595
H: -4.295 -0.309 0.569  0.210
H: -4.216 -0.458 2.340  0.651
H: -2.740 -0.599 1.356  0.044
H: -5.431 2.059 1.052  0.371
H: -4.626 3.183 2.064  0.309
H: -5.302 1.676 2.730  0.600
H: -1.663 1.114 2.891  -0.032
H: -3.218 1.061 3.757  0.573
H: -2.500 2.575 3.275  0.276
C: 2.301 -4.003 -4.387  -0.620
C: 1.213 -4.554 -3.711  -0.852
C: 0.914 -4.100 -2.440  -0.500
C: 1.654 -3.086 -1.832  0.950
C: 2.695 -2.491 -2.529  -0.494
C: 3.011 -2.960 -3.814  -0.965
P: 1.103 -2.294 -0.272  2.849
C: 0.020 -3.549 0.461  0.383
C: -1.249 -3.149 0.868  0.601
C: -2.094 -4.017 1.539  -0.519
C: -1.681 -5.319 1.761  -0.663
C: -0.413 -5.725 1.380  -1.088
C: 0.421 -4.862 0.713  -0.262
C: 2.477 -2.039 0.925  -0.592
C: 3.315 -0.436 2.107  0.274
C: 4.597 -0.783 2.797  -1.620
C: 5.287 -1.945 2.523  -0.389
C: 4.738 -3.048 1.848  -1.691
C: 3.265 -3.177 1.736  0.686
H: 2.547 -4.385 -5.374  0.401
H: 0.612 -5.327 -4.160  0.463
H: 0.034 -4.509 -1.966  0.430
H: 3.267 -1.638 -2.139  0.145
H: 3.836 -2.533 -4.359  0.497
H: -1.535 -2.137 0.601  -0.653
H: -3.098 -3.714 1.830  0.495
H: -2.360 -6.002 2.254  0.412
H: -0.100 -6.725 1.578  0.508
H: 1.385 -5.190 0.363  0.454
H: 3.031 0.611 2.291  0.686
H: 5.040 -0.018 3.450  0.460
H: 6.320 -2.004 2.854  0.550
H: 5.356 -3.926 1.675  0.528
H: 2.992 -4.209 1.476  0.361
Se: -1.765 -1.378 -2.620  0.053
C: -1.652 -0.127 -1.457  0.708
N: -1.568 0.764 -0.674  0.038

***

Q: The highest M belongs to which entry?
A: C47H52AsF6N4OPPbSbSi2